# 1
A molecular structure, C38H53Cl2CoO3PS3 in a non-equilibrium geometry, computed with ωB97M-V/def2-TZVPD.

The geometry in XYZ format:
```
101
Properties=species:S:1:pos:R:3:mulliken_spin:R:1
Co -0.007 -1.258 -1.371 2.730
Cl -3.285 -7.389 1.253 0.000
C -2.461 -5.873 0.947 0.004
C -2.162 -5.028 2.021 -0.002
C -1.518 -3.845 1.797 0.007
Cl -1.204 -2.790 3.146 0.000
C -1.112 -3.398 0.491 0.001
O -0.507 -2.292 0.351 -0.035
C -1.460 -4.292 -0.565 -0.024
C -1.206 -3.980 -1.965 -0.002
O -0.644 -3.010 -2.402 0.031
C -2.120 -5.501 -0.324 -0.004
H -2.446 -5.304 3.028 0.000
H -1.580 -4.734 -2.678 0.007
H -2.364 -6.142 -1.164 0.000
S 4.006 -2.528 -4.138 0.015
C 2.723 -2.617 -3.035 -0.009
S 1.922 -1.062 -2.679 0.101
S 2.258 -4.027 -2.205 0.009
C 4.560 3.274 -0.428 0.000
C 5.016 1.816 -0.235 0.001
C 3.843 0.833 -0.351 0.001
C 2.575 1.457 0.247 -0.007
C 2.140 2.627 -0.661 0.011
C 3.337 3.316 -1.338 0.001
P 1.200 0.245 0.494 0.010
C -0.104 1.165 1.433 -0.022
C 0.274 1.888 2.736 -0.002
C -0.809 2.902 3.157 0.001
C -2.192 2.439 2.704 0.000
C -2.270 2.432 1.167 0.001
C -0.903 2.121 0.540 0.017
C 1.835 -0.898 1.808 0.045
C 2.530 -2.130 1.215 0.005
C 3.050 -3.008 2.345 -0.001
C 4.184 -2.310 3.123 0.000
C 4.104 -0.783 2.997 0.001
C 2.656 -0.294 2.981 0.001
H 5.376 3.882 -0.827 0.000
H 4.291 3.716 0.539 0.000
H 5.505 1.707 0.740 0.000
H 5.763 1.560 -0.991 0.000
H 4.101 -0.108 0.129 0.001
H 3.647 0.569 -1.392 -0.004
H 2.838 1.856 1.235 0.004
H 1.578 3.360 -0.076 0.001
H 1.465 2.251 -1.432 -0.005
H 3.072 4.344 -1.600 0.000
H 3.571 2.805 -2.277 0.000
H -0.770 0.326 1.685 -0.008
H 1.233 2.408 2.624 0.000
H 0.414 1.150 3.533 0.001
H -0.604 3.877 2.701 0.000
H -0.774 3.054 4.239 0.000
H -2.975 3.077 3.124 0.000
H -2.374 1.430 3.094 0.000
H -2.623 3.402 0.803 0.000
H -3.001 1.697 0.825 0.000
H -0.338 3.051 0.423 -0.001
H -1.032 1.703 -0.458 0.005
H 0.894 -1.270 2.214 0.004
H 3.346 -1.872 0.537 0.003
H 1.837 -2.681 0.591 0.001
H 3.392 -3.963 1.942 0.000
H 2.215 -3.231 3.021 0.000
H 5.154 -2.650 2.748 0.000
H 4.145 -2.592 4.181 0.000
H 4.600 -0.463 2.078 0.000
H 4.652 -0.307 3.817 0.000
H 2.643 0.799 2.972 0.000
H 2.185 -0.586 3.928 -0.001
C -3.668 -1.349 0.446 0.001
C -4.315 -1.112 -0.916 0.001
C -4.009 -2.215 -1.932 -0.002
C -4.011 0.263 -1.484 -0.009
C -5.071 1.152 -1.576 0.001
C -4.935 2.413 -2.144 -0.001
C -3.693 2.751 -2.645 0.001
C -2.580 1.913 -2.575 -0.010
C -1.322 2.489 -3.238 -0.001
C -0.164 1.539 -3.505 0.003
C -0.804 3.721 -2.481 0.000
C -2.698 0.631 -1.949 -0.002
O -1.684 -0.186 -1.825 0.110
H -3.878 -2.361 0.809 0.000
H -4.068 -0.643 1.180 0.000
H -2.589 -1.214 0.405 0.006
H -5.398 -1.134 -0.751 0.000
H -2.967 -2.165 -2.245 0.003
H -4.627 -2.083 -2.826 0.000
H -4.216 -3.206 -1.512 0.000
H -6.040 0.833 -1.200 0.000
H -5.776 3.094 -2.215 0.000
H -3.567 3.714 -3.137 0.000
H -1.662 2.848 -4.218 0.000
H 0.310 1.215 -2.583 0.007
H 0.601 2.047 -4.104 0.000
H -0.466 0.635 -4.031 0.000
H -0.344 3.425 -1.535 0.001
H -1.606 4.426 -2.251 0.000
H -0.044 4.242 -3.075 0.000
```

Results
Maximum force: 1.0 eV/Å
LUMO energy (spin up / spin down): 4.0 / 4.0 eV
DFT total energy: -5544.7313 a.u.
Gap between HOMO and LUMO (spin up / spin down): 4.766 / 4.828 eV
⟨S²⟩: 3.760
HOMO energy (spin up / spin down): -0.82 / -0.88 eV
M: 814.9 Da
Multiplicity: 4
Net charge: -2



# 2
A molecular structure, C38H53F4I2N2O13PS in a non-equilibrium geometry, computed with ωB97M-V/def2-TZVPD.

The geometry in XYZ format:
```
114
Properties=species:S:1:pos:R:3:mulliken_charge:R:1
C 7.243 -1.374 1.937 -0.872
C 6.670 -1.407 0.372 -0.157
C 5.874 -2.849 0.078 -0.489
C 4.219 -2.671 0.153 -0.311
N 3.646 -1.449 -0.507 -0.403
C 2.156 -1.334 -0.360 -0.338
C 1.446 0.013 -1.040 0.797
P 2.621 1.271 -1.952 0.858
O 3.156 0.695 -3.348 -0.721
O 1.885 2.870 -2.112 -0.397
O 4.088 1.549 -0.989 -0.512
C -0.205 0.247 -0.924 -0.831
O -0.748 1.440 -1.592 0.011
C -1.655 1.102 -2.699 -1.180
C -1.091 -0.024 -3.748 1.704
C 0.216 0.460 -4.636 -1.005
C -2.313 -0.258 -4.865 -1.184
C -2.397 -1.795 -5.427 0.074
C -0.991 -2.407 -6.004 -0.968
C -2.905 -2.792 -4.192 -0.425
C -1.124 -0.863 -0.075 -0.202
C -2.751 -0.618 0.093 -0.523
S -3.820 -1.975 -0.629 0.009
C -5.402 -1.911 0.439 -0.506
C -5.443 -3.065 1.604 -0.382
C -0.357 -2.164 0.562 1.396
C -1.275 -3.308 1.366 -1.079
I -2.079 -3.066 3.387 0.054
C -1.547 -4.581 0.624 0.194
C -1.070 -4.932 -0.903 -0.858
I -2.706 -6.188 1.653 -0.016
C 1.286 -2.453 0.437 0.336
N 1.780 -3.721 1.077 -0.020
C 3.271 -3.764 0.896 0.200
C 4.046 -5.100 1.539 0.793
F 4.824 -5.839 0.510 -0.283
F 4.921 -4.753 2.697 -0.267
C 2.945 -6.205 2.141 0.068
F 2.026 -6.737 1.107 -0.240
F 2.214 -5.665 3.347 -0.258
H 8.045 -2.207 2.127 0.293
H 7.708 -0.311 2.213 0.319
H 6.375 -1.540 2.736 0.115
H 7.535 -1.332 -0.429 0.311
H 5.975 -0.472 0.270 0.031
H 6.299 -3.600 0.868 0.258
H 6.171 -3.285 -0.986 0.330
H 1.117 2.848 -2.755 0.309
H 3.784 2.186 -0.277 0.318
H -1.793 2.106 -3.330 0.344
H -2.733 0.777 -2.380 0.124
H -0.880 -1.078 -3.285 -0.193
H -0.051 0.424 -5.798 0.426
H 1.054 -0.358 -4.486 0.158
H 0.568 1.555 -4.422 0.028
H -2.230 0.505 -5.776 0.429
H -3.356 0.001 -4.350 0.318
H -3.243 -1.887 -6.264 0.420
H -0.428 -3.051 -5.172 0.192
H -0.276 -1.627 -6.508 0.240
H -1.279 -3.184 -6.861 0.301
H -3.584 -2.097 -3.505 0.027
H -3.628 -3.639 -4.589 0.365
H -1.986 -3.254 -3.610 -0.110
H -2.949 -0.630 1.270 0.518
H -3.095 0.470 -0.253 0.148
H -6.382 -1.921 -0.202 0.380
H -5.376 -0.864 1.011 0.153
H -6.572 -3.398 1.789 0.316
H -4.847 -4.019 1.284 -0.036
H -5.060 -2.689 2.668 0.080
H -0.491 -4.080 -1.458 0.070
H -0.383 -5.880 -0.894 0.363
H -2.001 -5.198 -1.599 0.349
H 3.553 -7.141 2.559 0.266
C 2.547 -1.942 4.220 -1.118
C 2.584 -0.428 4.206 0.666
C 3.369 0.168 5.334 -0.483
O 2.769 1.444 5.480 -0.329
C 1.479 1.314 5.046 0.572
O 0.612 2.157 5.197 -0.590
O 1.290 0.112 4.421 -0.227
H 1.836 -2.314 3.474 0.041
H 3.535 -2.363 4.006 0.268
H 2.208 -2.322 5.190 0.403
H 2.939 -0.069 3.232 0.139
H 4.433 0.265 5.099 0.314
H 3.259 -0.375 6.280 0.328
C 1.450 6.581 -0.899 -1.325
C -0.048 6.671 -1.108 0.507
C -0.840 5.792 -0.190 -0.218
O -2.024 5.564 -0.935 -0.208
C -1.675 5.670 -2.253 0.552
O -2.393 5.353 -3.185 -0.589
O -0.411 6.176 -2.387 -0.341
H 1.979 7.118 -1.694 0.368
H 1.739 7.007 0.067 0.388
H 1.795 5.542 -0.941 0.215
H -0.374 7.717 -1.048 0.274
H -1.070 6.279 0.762 0.229
H -0.366 4.824 0.009 0.149
C -5.339 6.539 2.829 -1.421
C -4.763 5.138 2.865 0.445
C -3.265 5.102 2.884 -0.236
O -2.985 3.839 2.303 -0.161
C -4.037 3.554 1.478 0.621
O -4.055 2.639 0.673 -0.583
O -5.066 4.434 1.671 -0.350
H -6.420 6.502 2.658 0.368
H -5.149 7.068 3.768 0.377
H -4.913 7.122 2.006 0.311
H -5.191 4.576 3.704 0.249
H -2.856 5.161 3.896 0.352
H -2.799 5.877 2.264 0.017
```

Results
Maximum force: 7.6 eV/Å
LUMO energy: -2.0 eV
DFT total energy: -4301.1351 a.u.
Gap between HOMO and LUMO: 6.429 eV
HOMO energy: -8.42 eV
M: 1138.7 Da
Net charge: 0



# 3
A molecular structure, C38H54Br2N4O5PReS2 in a non-equilibrium geometry, computed with ωB97M-V/def2-TZVPD.

The geometry in XYZ format:
```
107
Properties=species:S:1:pos:R:3:mulliken_spin:R:1
Re 1.359 -0.790 -0.399 0.959
C -2.858 -3.163 2.884 -0.001
C -1.613 -2.610 3.509 0.004
C -1.505 -2.598 4.897 0.000
C -0.392 -2.083 5.537 0.000
C 0.671 -1.587 4.797 -0.007
C 0.589 -1.590 3.419 -0.018
C -0.544 -2.086 2.773 -0.038
P -0.505 -1.931 0.961 0.050
C -2.156 -1.426 0.379 0.019
C -2.718 -2.084 -0.715 0.004
C -3.885 -1.622 -1.290 -0.002
C -4.496 -0.486 -0.784 0.004
C -3.961 0.149 0.323 -0.003
C -2.798 -0.307 0.927 0.015
C -2.277 0.355 2.164 -0.008
C -0.220 -3.608 0.322 -0.052
C -0.397 -4.762 1.072 -0.006
C -0.080 -5.994 0.524 -0.003
C 0.412 -6.070 -0.769 0.002
C 0.612 -4.918 -1.509 -0.006
C 0.320 -3.668 -0.976 0.044
C 0.573 -2.420 -1.728 -0.040
H -3.210 -4.019 3.457 0.000
H -2.698 -3.472 1.854 0.001
H -3.656 -2.420 2.891 0.000
H -2.316 -3.007 5.484 0.000
H -0.355 -2.074 6.615 0.000
H 1.547 -1.203 5.293 0.000
H 1.402 -1.204 2.807 0.012
H -2.245 -2.974 -1.105 0.002
H -4.314 -2.138 -2.133 0.000
H -5.393 -0.104 -1.244 0.000
H -4.456 1.019 0.731 0.000
H -2.627 1.380 2.239 0.001
H -1.190 0.335 2.192 -0.001
H -2.636 -0.174 3.046 0.000
H -0.747 -4.697 2.090 -0.001
H -0.196 -6.888 1.115 0.000
H 0.655 -7.032 -1.194 0.000
H 1.004 -4.981 -2.512 0.000
H -0.363 -2.009 -2.120 0.004
H 1.265 -2.610 -2.551 -0.001
Br 0.291 -0.670 -4.974 0.002
C 2.150 -0.532 -5.458 0.000
Br 3.258 -1.416 -4.162 0.003
H 2.413 0.523 -5.466 0.000
H 2.303 -1.010 -6.424 0.000
C -5.651 4.759 2.609 0.000
C -5.229 5.569 1.406 0.000
S -3.425 5.535 1.242 0.000
O -3.003 6.383 0.165 0.000
O -2.799 5.724 2.523 0.000
C -3.044 3.809 0.747 0.003
C -1.719 3.867 0.014 -0.003
N -1.291 2.580 -0.488 0.014
C -0.271 1.830 -0.023 0.084
N -0.120 0.724 -0.753 -0.142
C -1.069 0.755 -1.715 0.083
C -1.818 1.898 -1.567 -0.013
N -2.958 2.222 -2.326 0.000
O -3.606 3.217 -2.027 0.000
O -3.236 1.442 -3.220 -0.001
C 0.577 2.180 1.148 0.017
H -6.690 4.956 2.859 0.000
H -5.032 5.036 3.458 0.000
H -5.542 3.691 2.435 0.000
H -5.486 6.618 1.515 0.000
H -5.624 5.192 0.468 0.000
H -3.835 3.479 0.083 0.000
H -3.009 3.228 1.662 -0.001
H -0.953 4.263 0.679 0.000
H -1.843 4.557 -0.825 -0.001
H -1.199 0.002 -2.465 -0.010
H 1.063 3.146 1.020 0.002
H 1.352 1.413 1.273 -0.015
H -0.008 2.234 2.066 0.005
C 4.076 -2.663 1.521 -0.013
C 4.084 -2.304 0.021 0.043
C 5.424 -1.670 -0.378 -0.003
C 3.855 -3.581 -0.806 0.004
N 3.013 -1.427 -0.173 -0.061
H 4.813 -3.434 1.713 0.002
H 3.086 -3.034 1.786 0.007
H 4.306 -1.787 2.121 0.002
H 6.238 -2.325 -0.084 0.000
H 5.556 -0.709 0.112 0.000
H 5.456 -1.542 -1.458 0.000
H 4.652 -4.292 -0.614 0.000
H 3.839 -3.335 -1.863 -0.002
H 2.903 -4.021 -0.526 -0.001
C 3.209 4.298 -2.397 0.002
C 2.713 3.336 -1.345 0.011
S 2.761 1.571 -1.924 0.040
O 2.089 1.582 -3.226 0.002
C 4.583 1.446 -2.251 0.007
C 4.934 1.741 -3.698 0.001
H 2.988 5.324 -2.111 0.001
H 2.694 4.096 -3.334 0.000
H 4.281 4.213 -2.549 0.000
H 1.663 3.534 -1.136 -0.003
H 3.287 3.368 -0.421 -0.001
H 4.825 0.422 -1.981 0.001
H 5.068 2.119 -1.548 0.000
H 5.063 0.823 -4.266 0.000
H 5.859 2.308 -3.774 0.000
H 4.134 2.312 -4.167 0.000
```

Results
Maximum force: 4.3 eV/Å
LUMO energy (spin up / spin down): -3.4 / -3.3 eV
DFT total energy: -8439.3022 a.u.
Gap between HOMO and LUMO (spin up / spin down): 6.377 / 7.138 eV
⟨S²⟩: 0.864
HOMO energy (spin up / spin down): -9.74 / -10.40 eV
M: 1088.0 Da
Multiplicity: 2
Net charge: +1



# 4
A molecular structure, C38H54Br4N6O5PbS2Si4Te in a non-equilibrium geometry, computed with ωB97M-V/def2-TZVPD.

The geometry in XYZ format:
```
115
Properties=species:S:1:pos:R:3:mulliken_charge:R:1
Pb -0.834 1.882 -0.047 1.207
N -2.609 -4.100 6.782 -0.557
C -2.296 -3.071 5.917 0.971
C -3.329 -2.381 5.225 -0.941
C -3.004 -1.535 4.147 -0.217
C -1.693 -1.134 3.986 -0.338
C -0.620 -1.758 4.663 -0.490
C -0.929 -2.736 5.599 -0.826
S -1.365 0.401 3.100 1.554
O -1.648 1.539 3.939 -0.813
O 0.036 0.241 2.716 -0.598
N -2.262 0.456 1.770 0.145
C -3.286 1.345 1.580 0.062
N -4.445 1.226 2.236 -0.408
C -5.338 2.169 2.111 -0.295
C -5.277 3.220 1.209 -0.808
C -4.117 3.241 0.452 -0.246
N -3.175 2.279 0.616 0.178
H -3.577 -4.407 6.695 0.202
H -1.981 -4.861 6.977 0.215
H -4.365 -2.528 5.613 0.203
H -3.791 -1.160 3.463 0.345
H 0.348 -1.446 4.301 0.530
H -0.152 -3.227 6.131 0.356
H -6.175 2.158 2.800 0.357
H -6.037 3.919 0.937 0.408
H -3.920 3.963 -0.331 0.482
Br -1.690 5.175 -6.399 -0.236
C -1.487 4.923 -4.549 0.331
C -0.566 5.761 -3.858 -0.139
Br 0.061 7.342 -4.703 -0.246
C -0.191 5.439 -2.558 -0.365
Br 1.193 6.489 -1.701 -0.198
C -0.839 4.336 -1.848 0.669
O -0.921 4.212 -0.541 -0.910
C -1.565 3.297 -2.659 0.341
O -1.641 2.109 -2.220 -0.252
C -2.015 3.751 -3.970 -0.484
Br -3.405 2.886 -4.832 -0.187
C 3.664 1.878 -2.368 -0.492
S 4.690 3.098 -3.264 0.552
O 5.173 2.433 -4.458 -0.676
C 6.178 3.139 -2.214 0.110
C 7.360 2.598 -2.595 -0.371
C 8.445 2.678 -1.712 -0.271
C 8.314 3.265 -0.458 -0.435
C 7.063 3.735 -0.076 -0.487
C 6.064 3.838 -0.999 -0.256
H 4.215 0.943 -2.296 0.352
H 2.726 1.759 -2.992 0.293
H 3.444 2.249 -1.391 -0.046
H 7.429 1.906 -3.490 0.310
H 9.413 2.265 -2.040 0.306
H 9.213 3.394 0.105 0.373
H 6.888 4.166 0.926 0.324
H 5.130 4.426 -0.779 0.367
N 1.798 2.902 0.477 -0.489
C 1.957 3.428 1.504 0.303
N 1.988 3.990 2.693 0.181
C 2.094 3.253 3.988 -0.951
C 1.005 3.563 4.985 0.032
C 0.937 5.031 5.216 -0.738
C 0.766 5.834 3.880 -0.945
C 1.675 5.410 2.681 -0.523
H 3.055 3.579 4.422 0.345
H 2.167 2.193 3.793 0.457
H 1.215 3.004 5.911 0.344
H 0.093 3.172 4.456 -0.051
H 1.926 5.375 5.636 0.312
H 0.139 5.274 5.941 0.328
H 0.807 6.882 4.018 0.484
H -0.227 5.766 3.577 0.398
H 2.658 5.974 2.691 0.276
H 1.210 5.622 1.710 0.299
C -4.319 -2.524 -1.812 -0.951
Si -3.068 -3.753 -1.101 0.471
C -3.809 -5.446 -1.574 -1.198
C -3.005 -3.516 0.752 -0.505
Si -0.953 -3.949 -2.145 -0.531
Te -0.809 -1.375 -2.518 -0.799
Si -0.970 -4.773 -4.383 0.707
C -1.103 -6.655 -4.098 -1.245
C -2.403 -4.130 -5.470 -1.104
C 0.596 -4.275 -5.341 -1.128
Si 1.107 -4.238 -1.000 0.745
C 0.810 -3.732 0.848 -0.480
C 2.668 -3.346 -1.684 -0.972
C 1.232 -6.071 -1.360 -1.153
H -5.145 -2.404 -1.140 0.339
H -4.667 -2.812 -2.797 0.280
H -3.853 -1.593 -1.968 0.203
H -4.109 -5.404 -2.605 0.230
H -4.674 -5.628 -0.914 0.388
H -3.059 -6.225 -1.354 0.228
H -2.389 -2.638 0.990 -0.328
H -2.532 -4.364 1.249 0.425
H -3.972 -3.284 1.228 0.397
H -1.382 -7.034 -3.095 0.251
H -0.080 -6.936 -4.256 0.392
H -1.740 -6.989 -4.906 0.400
H -3.386 -4.336 -5.082 0.309
H -2.325 -4.567 -6.494 0.330
H -2.315 -3.044 -5.476 0.273
H 1.481 -4.881 -4.998 0.272
H 0.904 -3.209 -5.204 0.259
H 0.511 -4.482 -6.384 0.411
H 0.840 -4.584 1.596 0.366
H -0.146 -3.286 0.950 -0.304
H 1.519 -2.933 1.137 0.276
H 2.594 -2.260 -1.666 0.175
H 2.883 -3.741 -2.658 0.298
H 3.479 -3.689 -1.050 0.369
H 2.176 -6.478 -1.006 0.419
H 1.230 -6.213 -2.441 0.154
H 0.417 -6.642 -0.995 0.317
```

Results
Maximum force: 3.4 eV/Å
LUMO energy: 3.6 eV
DFT total energy: -14896.4730 a.u.
Gap between HOMO and LUMO: 4.708 eV
HOMO energy: -1.12 eV
M: 1505.8 Da
Net charge: -2